# 1
C36H99N5O13 | ωB97M-V/def2-TZVPD

The HOMO energy (spin up / spin down) is 0.6197 / -6.7768 eV. The value obtained for the molecular weight is 810.21 g/mol. The value obtained for the HOMO-LUMO gap (spin up / spin down) is 0.0455 / 0.3140 Ha. Its total charge is -1. The multiplicity is 2. Its total energy is -2682.5779 Eh.

The geometry in XYZ format:
```
153
Properties=species:S:1:pos:R:3:mulliken_charge:R:1
C -3.176 1.470 -1.813 1.117
C -4.561 2.143 -1.793 -1.103
O -5.261 1.855 -2.959 0.024
H -2.597 1.770 -2.686 0.637
H -3.230 0.383 -1.758 -0.197
H -2.597 1.832 -0.964 -1.053
H -4.503 3.203 -1.546 0.130
H -5.092 1.716 -0.942 -0.164
H -4.860 2.417 -3.626 0.260
C -2.690 -1.743 -4.482 -1.348
C -1.428 -1.573 -3.591 -0.421
O -1.729 -2.214 -2.401 -0.215
H -3.411 -0.968 -4.223 0.126
H -3.198 -2.705 -4.406 0.282
H -2.393 -1.671 -5.529 0.553
H -1.134 -0.523 -3.575 0.209
H -0.639 -2.168 -4.051 0.366
H -2.120 -3.077 -2.554 0.196
C -1.204 3.615 0.863 -0.721
C -2.256 4.423 1.613 -0.360
O -1.670 4.988 2.771 -0.227
H -1.658 3.370 -0.096 0.265
H -0.928 2.717 1.416 -0.217
H -0.373 4.289 0.652 0.496
H -3.017 3.664 1.796 -0.222
H -2.668 5.281 1.081 0.607
H -2.346 5.359 3.342 0.197
C 1.219 -0.585 4.523 -0.107
C 2.656 -0.709 5.060 -0.762
O 3.383 -1.773 4.498 -0.341
H 0.737 0.185 5.125 0.517
H 0.656 -1.518 4.541 0.424
H 1.238 -0.274 3.478 -0.571
H 2.662 -0.853 6.140 0.416
H 3.231 0.216 5.000 0.347
H 4.176 -2.000 4.990 0.164
C 1.275 0.439 0.326 -0.193
C 0.602 -0.612 -0.544 0.851
O -0.750 -0.385 -0.592 1.029
H 1.335 1.451 -0.073 -0.003
H 2.328 0.175 0.432 0.420
H 0.896 0.432 1.348 -0.697
H 0.780 -1.563 -0.042 -0.525
H 1.026 -0.671 -1.546 -0.130
H -1.183 -1.191 -0.886 -0.588
C 2.702 2.706 3.821 -1.128
C 1.358 3.218 3.244 0.738
O 0.835 4.409 3.896 -0.640
H 3.535 3.362 3.567 0.494
H 2.881 1.729 3.371 0.028
H 2.593 2.686 4.905 0.333
H 0.616 2.446 3.448 -0.316
H 1.405 3.312 2.159 0.099
H -0.029 4.599 3.524 0.401
C -4.167 -8.973 2.099 -0.813
O -4.160 -7.485 2.180 -0.307
C -3.038 -6.916 2.864 -0.489
C -3.391 -5.483 3.205 -0.764
N -3.274 -4.668 1.995 -0.007
C -3.308 -3.238 2.258 -1.044
C -3.521 -2.511 0.881 -0.116
O -4.871 -2.711 0.460 -0.393
C -5.220 -2.099 -0.784 -0.303
H -4.167 -9.503 3.051 0.310
H -3.280 -9.368 1.604 0.311
H -5.065 -9.306 1.578 0.256
H -2.260 -6.958 2.101 0.218
H -2.714 -7.527 3.707 0.469
H -2.696 -5.114 3.959 0.427
H -4.395 -5.404 3.623 0.347
H -4.010 -4.885 1.338 0.214
H -2.341 -2.979 2.688 0.053
H -4.142 -3.009 2.921 0.568
H -2.765 -2.853 0.173 0.449
H -3.439 -1.446 1.098 0.268
H -5.492 -1.059 -0.602 -0.017
H -6.164 -2.596 -1.009 0.356
H -4.469 -2.187 -1.569 0.011
C 3.898 -1.847 -1.966 -0.526
O 5.018 -1.277 -2.672 -0.468
C 4.806 0.172 -2.734 0.050
C 5.967 0.622 -3.561 -0.942
N 5.760 2.082 -3.878 -0.378
C 6.316 2.904 -2.787 -0.349
C 5.885 4.382 -2.901 -0.957
O 4.478 4.654 -2.697 -0.005
C 4.133 6.062 -2.572 -1.165
H 2.927 -1.716 -2.444 0.319
H 3.807 -1.466 -0.948 0.027
H 4.030 -2.920 -1.829 0.385
H 4.804 0.570 -1.719 0.230
H 3.885 0.501 -3.215 0.207
H 6.005 0.005 -4.459 0.290
H 6.937 0.518 -3.076 0.445
H 4.760 2.201 -3.955 0.224
H 7.405 2.898 -2.838 0.390
H 6.041 2.586 -1.781 0.268
H 6.112 4.825 -3.871 0.418
H 6.475 4.955 -2.186 0.522
H 4.108 6.485 -1.568 0.318
H 3.106 6.236 -2.892 0.190
H 4.758 6.760 -3.129 0.390
C 1.279 2.210 -2.965 -1.341
C 1.589 2.640 -4.387 0.235
C 1.339 4.138 -4.769 -0.706
O 1.620 4.279 -6.199 -0.088
C 1.030 5.473 -6.786 -1.065
N 2.964 2.425 -4.602 -0.589
H 1.644 1.184 -2.923 -0.134
H 0.225 2.292 -2.699 0.956
H 1.784 2.794 -2.196 0.242
H 1.109 1.923 -5.053 0.119
H 1.835 4.847 -4.107 -0.273
H 0.268 4.285 -4.623 0.839
H -0.045 5.289 -6.804 0.392
H 1.341 5.552 -7.828 0.323
H 1.223 6.378 -6.210 0.266
H 3.388 3.046 -3.928 0.313
H 3.096 2.908 -5.479 0.232
C 4.254 -4.306 0.887 -2.033
C 3.290 -3.225 1.302 2.172
C 2.199 -3.691 2.295 -0.702
O 1.442 -4.766 1.843 -0.522
C 0.390 -4.333 0.983 -0.480
N 4.005 -2.012 1.723 -0.489
H 5.128 -3.972 0.327 0.484
H 3.823 -5.140 0.334 0.313
H 4.775 -4.639 1.785 0.497
H 2.810 -2.955 0.362 -0.857
H 1.627 -2.849 2.686 0.042
H 2.718 -3.949 3.218 0.453
H 0.843 -4.124 0.014 0.326
H -0.172 -3.430 1.223 -0.024
H -0.368 -5.093 0.793 0.311
H 5.008 -2.126 1.761 0.317
H 3.779 -1.741 2.669 0.118
C -5.871 0.088 2.383 -0.847
C -5.146 1.104 3.246 0.058
C -3.647 1.099 2.947 0.409
O -3.096 -0.170 3.322 -0.451
C -1.687 -0.269 3.260 -0.301
N -5.711 2.408 2.910 -0.727
H -5.379 -0.882 2.448 -0.060
H -5.972 0.390 1.341 0.071
H -6.874 -0.112 2.760 0.408
H -5.347 0.768 4.263 0.341
H -3.101 1.909 3.429 0.601
H -3.497 1.304 1.887 -0.618
H -1.368 -1.311 3.297 -0.248
H -1.263 0.337 4.060 0.460
H -1.334 0.100 2.297 0.304
H -6.676 2.430 3.210 0.349
H -5.770 2.495 1.906 0.238
```



# 2
C36H99N9O9 | ωB97M-V/def2-TZVPD

The HOMO energy is -8.4591 eV. The value obtained for the molecular weight is 802.24 g/mol. The value obtained for the HOMO-LUMO gap is 0.3241 Ha. The multiplicity is 1. The calculation puts the energy above the lowest of the compared OMol25 structures with the same formula, charge and spin at 1.448 eV. Its total energy is -2600.7812 Eh.

The geometry in XYZ format:
```
153
Properties=species:S:1:pos:R:3:mulliken_charge:R:1
C -3.158 -5.314 -1.656 -0.807
O -2.519 -4.150 -1.182 -0.309
C -1.792 -3.427 -2.171 0.539
C -0.731 -4.269 -2.889 0.407
C 0.351 -4.802 -1.982 -1.314
N -0.162 -3.422 -3.983 -0.452
H -2.465 -6.155 -1.729 0.292
H -3.748 -5.095 -2.551 0.325
H -3.886 -5.650 -0.912 0.242
H -2.496 -3.033 -2.919 0.438
H -1.379 -2.584 -1.618 -0.954
H -1.196 -5.114 -3.408 0.389
H -0.152 -5.214 -1.103 0.348
H 1.057 -4.043 -1.635 0.091
H 1.011 -5.576 -2.381 0.439
H -0.911 -3.348 -4.669 0.261
H 0.544 -4.008 -4.425 0.243
C -5.066 -0.721 2.661 -0.700
O -4.446 0.073 3.646 -0.477
C -3.074 0.259 3.388 0.957
C -2.415 1.252 4.350 0.032
C -0.951 1.412 4.049 -1.021
N -2.609 0.868 5.757 -0.708
H -4.837 -0.353 1.663 0.286
H -6.140 -0.647 2.867 0.281
H -4.921 -1.794 2.834 0.253
H -2.537 -0.686 3.561 -0.084
H -2.921 0.630 2.367 -0.369
H -3.008 2.169 4.247 0.389
H -0.453 0.435 4.012 -0.013
H -0.421 1.980 4.811 0.460
H -0.732 1.843 3.071 0.171
H -3.602 0.780 5.929 0.329
H -2.141 -0.014 5.964 0.316
C 0.008 -1.695 1.246 0.714
O -0.240 -0.320 1.012 0.213
C 0.192 0.103 -0.255 1.388
C 0.120 1.609 -0.381 1.300
C -1.324 2.111 -0.336 -0.601
N 0.733 2.000 -1.664 1.802
H -0.702 -2.361 0.746 0.358
H -0.081 -1.837 2.322 -0.982
H 1.048 -1.885 0.956 -0.062
H 1.203 -0.265 -0.487 -1.163
H -0.402 -0.406 -1.033 -0.854
H 0.695 2.064 0.429 0.157
H -1.405 3.170 -0.095 0.328
H -1.884 1.557 0.431 -0.431
H -1.861 1.910 -1.265 -0.110
H 0.509 2.986 -1.816 -0.168
H 0.353 1.599 -2.524 -1.049
C 1.261 -0.295 -4.085 -0.920
O 0.102 0.509 -3.989 -0.202
C -1.105 -0.254 -4.029 0.590
C -2.248 0.722 -4.294 1.250
C -3.600 0.070 -4.032 -1.683
N -2.247 1.272 -5.646 -0.760
H 2.104 0.368 -3.905 0.222
H 1.372 -0.917 -4.977 0.396
H 1.259 -1.052 -3.289 0.141
H -1.103 -1.014 -4.813 0.412
H -1.170 -0.704 -3.034 -0.996
H -2.139 1.523 -3.557 -0.677
H -4.408 0.771 -4.226 0.411
H -3.702 -0.318 -3.016 0.321
H -3.667 -0.823 -4.666 0.430
H -2.581 0.546 -6.283 0.336
H -1.300 1.383 -6.011 0.298
C 1.257 3.436 -5.146 -0.739
O 1.110 4.798 -5.476 -0.093
C 0.737 4.973 -6.824 -0.855
C 0.580 6.451 -7.127 0.647
C -0.445 7.201 -6.293 -1.287
N 0.412 6.620 -8.574 -0.677
H 1.838 3.288 -4.239 -0.060
H 1.559 2.783 -5.974 0.514
H 0.266 2.998 -4.943 0.268
H 1.461 4.512 -7.504 0.412
H -0.218 4.459 -7.014 0.386
H 1.497 7.001 -6.882 0.042
H -0.119 7.133 -5.252 0.183
H -1.458 6.807 -6.395 0.305
H -0.403 8.253 -6.579 0.448
H -0.123 7.462 -8.757 0.241
H -0.094 5.891 -9.063 0.243
C -1.009 5.091 -2.910 -0.799
O 0.080 4.746 -2.098 -0.402
C 1.050 5.773 -2.048 -0.896
C 2.301 5.274 -1.335 1.632
C 2.123 5.161 0.165 -1.439
N 3.425 6.206 -1.629 -0.810
H -1.580 5.907 -2.442 0.437
H -1.756 4.299 -2.969 0.222
H -0.758 5.443 -3.911 0.001
H 1.352 6.027 -3.074 0.153
H 0.601 6.670 -1.602 0.307
H 2.512 4.300 -1.791 -0.505
H 2.895 4.643 0.738 0.311
H 1.170 4.683 0.412 0.204
H 2.106 6.150 0.631 0.424
H 3.250 6.512 -2.595 0.338
H 4.253 5.654 -1.873 0.325
C 2.157 -7.895 3.536 -0.782
O 1.754 -6.649 4.034 -0.270
C 2.836 -5.970 4.665 -0.872
C 2.431 -4.554 5.013 1.280
C 2.272 -3.694 3.766 -1.555
N 3.409 -3.930 5.908 -0.754
H 2.290 -8.629 4.338 0.297
H 3.078 -7.899 2.938 0.324
H 1.392 -8.225 2.831 0.242
H 3.089 -6.549 5.564 0.358
H 3.726 -5.985 4.027 0.360
H 1.480 -4.506 5.555 -0.206
H 1.956 -2.669 3.983 0.341
H 1.468 -4.108 3.154 0.328
H 3.175 -3.584 3.162 0.464
H 3.355 -4.176 6.884 0.246
H 3.353 -2.926 5.826 0.223
C 3.918 -2.499 -1.018 -0.542
O 4.590 -1.391 -0.448 -0.438
C 4.166 -0.206 -1.111 0.632
C 4.584 0.974 -0.263 0.214
C 4.032 0.917 1.158 -1.015
N 4.141 2.186 -0.960 -0.614
H 2.841 -2.375 -0.877 -0.030
H 4.251 -3.429 -0.556 0.364
H 4.165 -2.611 -2.080 0.358
H 4.598 -0.123 -2.114 0.530
H 3.077 -0.193 -1.242 -0.957
H 5.677 1.029 -0.256 0.360
H 2.972 0.642 1.091 -0.048
H 4.122 1.865 1.682 0.427
H 4.525 0.112 1.708 0.388
H 4.192 3.048 -0.424 0.246
H 3.120 2.134 -1.060 0.094
C -1.171 -2.864 5.163 -0.677
O -1.880 -1.990 6.000 -0.171
C -2.675 -2.739 6.922 -0.846
C -3.322 -1.845 7.956 0.699
C -2.317 -1.289 8.983 -1.340
N -4.290 -2.690 8.675 -0.758
H -0.637 -3.704 5.621 0.323
H -0.469 -2.296 4.555 -0.106
H -1.868 -3.369 4.478 0.396
H -3.417 -3.306 6.345 0.339
H -2.008 -3.440 7.436 0.249
H -3.845 -1.017 7.466 0.185
H -1.611 -2.043 9.335 0.310
H -2.871 -0.940 9.853 0.375
H -1.726 -0.493 8.531 0.306
H -4.960 -3.008 7.972 0.260
H -4.877 -2.113 9.273 0.294
```



The lowest multiplicity belongs to which entry?
C36H99N9O9



Number 2 is which compound?
C36H99N9O9



Number 1 is which compound?
C36H99N5O13